1.
Density functional theory data (ωB97M-V/def2-TZVPD) for a structure of composition C23H27AsClIOPTc at a distorted geometry.

Geometry as XYZ:
```
56
Properties=species:S:1:pos:R:3:forces:R:3:lowdin_spin:R:1
C -0.44147 2.89279 -0.48966 0.49 -1.56 -2.47 0.106
I -2.10477 3.93815 1.52936 -1.33 1.45 2.63 0.707
H -0.61238 2.70799 -1.56584 -0.36 0.18 0.42 0.007
H 0.39128 3.56831 -0.44166 0.43 0.53 0.31 -0.003
H -1.38128 3.38781 -0.01990 1.11 -0.87 -1.53 0.048
Tc 0.19580 -0.95228 -0.09406 -0.95 0.92 -1.02 1.432
P -1.95230 -0.08799 -0.63778 -3.64 -0.66 -2.15 -0.019
C -3.21803 1.19846 -0.28402 0.40 0.80 0.75 0.002
C -2.28480 -0.12514 -2.46943 0.81 0.01 -0.23 -0.001
H -2.29639 -2.45188 -0.48801 -0.68 0.02 0.37 0.004
H -3.92666 -1.59949 -0.36524 0.53 0.00 -0.07 -0.002
H -2.77745 -1.54689 1.02638 -0.26 -0.51 -0.18 0.000
C -2.86403 -1.59551 -0.06964 1.14 0.33 0.25 -0.007
H -1.87721 -1.04016 -2.92532 -0.10 0.42 0.05 0.000
H -3.36755 -0.04281 -2.68092 0.46 -0.26 0.54 -0.001
H -4.16324 1.06498 -0.84364 0.78 -0.53 -0.09 0.000
H -2.83596 2.20029 -0.53677 -0.45 -0.59 0.20 0.000
H -1.82922 0.76028 -2.93388 0.10 -0.33 0.01 0.000
H -3.49003 1.13886 0.76909 0.13 0.35 0.09 0.000
C 0.00620 1.65472 0.20197 2.25 0.38 4.93 -0.173
O 0.53009 1.73751 1.33031 -2.03 -0.59 -3.75 -0.139
Cl 1.07981 -0.71949 -2.11204 -0.07 -0.13 0.12 0.108
C 3.17363 0.30891 5.59077 1.80 -0.73 0.06 0.056
C 1.96996 0.84022 5.08921 -0.03 0.17 0.70 0.314
C 1.52963 0.48806 3.78953 0.91 -1.36 -1.82 0.123
C 2.38269 -0.31162 2.98510 -2.66 1.79 -0.24 0.057
C 3.56696 -0.82790 3.49282 1.13 -0.48 0.00 0.289
C 3.97161 -0.52765 4.80157 -0.26 1.02 2.17 0.084
As 2.16623 -0.46638 1.02337 3.83 -0.33 0.14 -0.031
C 3.67420 0.69755 0.31127 -0.18 0.19 1.06 0.009
C 3.52803 2.08702 0.44703 0.44 -0.05 -0.43 0.001
C 4.57515 2.93394 0.05651 0.04 -0.23 0.21 0.004
C 5.78417 2.39687 -0.41381 -0.56 0.04 0.19 0.009
C 5.95939 1.01716 -0.46647 -0.65 0.33 0.35 0.000
C 4.92685 0.16703 -0.03856 0.05 0.01 -0.17 0.006
C 2.85953 -2.33713 0.69279 -1.28 0.60 -0.18 -0.004
C 3.55962 -2.70636 -0.45838 0.08 -0.52 -0.33 -0.005
C 3.97009 -4.03858 -0.62642 -0.02 0.32 -0.12 0.003
C 3.55300 -5.02221 0.25966 -0.09 0.12 0.49 -0.008
C 2.74135 -4.67397 1.34055 -0.11 0.28 0.13 0.002
C 2.41303 -3.33359 1.57222 -0.40 -0.59 0.05 0.001
H 3.54955 0.59812 6.58500 -0.42 -0.16 -0.52 -0.001
H 1.41194 1.54559 5.71973 0.08 -0.33 -0.40 0.011
H 0.57204 0.84069 3.40513 0.42 0.02 0.20 0.003
H 4.23292 -1.45792 2.89994 -0.29 0.16 -0.07 0.009
H 4.92199 -0.90260 5.21309 -0.56 0.12 -0.36 0.000
H 2.62824 2.47484 0.89681 -0.02 0.32 -0.16 0.000
H 4.49373 4.01858 0.16188 -0.14 -0.40 -0.01 0.000
H 6.60171 3.06577 -0.67161 -0.18 -0.15 -0.08 0.000
H 6.91303 0.64323 -0.80600 0.00 -0.34 0.12 0.000
H 5.13934 -0.88680 0.05868 -0.08 -0.05 -0.25 0.000
H 3.72569 -2.00311 -1.26015 0.26 0.14 0.05 0.000
H 4.58976 -4.34568 -1.46801 -0.23 0.34 0.04 0.000
H 3.83780 -6.06461 0.11889 -0.08 0.29 -0.06 0.000
H 2.34484 -5.45657 1.98101 0.10 0.20 0.04 0.000
H 1.73255 -3.08181 2.38831 0.30 -0.09 0.01 0.000
```
Forces are in eV/Å.

Output
- spin multiplicity = 4
- total charge = +3
- calculated total energy (eV) = -119250.365
- lowest unoccupied orbital energy (alpha / beta) (eV) = -11.1 / -13.4
- highest occupied orbital energy (alpha / beta) (eV) = -17.30 / -17.28



2.
Density functional theory data (ωB97M-V/def2-TZVPD) for a structure of composition C33H39BMnN4O2P2 at a distorted geometry.

Geometry as XYZ:
```
82
Properties=species:S:1:pos:R:3:forces:R:3:lowdin_spin:R:1
Mn -0.11321 2.16832 -1.31884 -1.18 -0.02 0.46 4.294
C -1.56052 1.66706 -4.09281 -0.38 -0.99 -1.21 0.001
C -1.72273 0.35141 -3.88103 -0.21 0.82 -1.29 0.011
C -0.86435 -0.71319 -4.49211 0.03 -0.52 -0.16 0.019
C 0.65543 -0.48159 -4.55954 0.30 -0.66 -0.35 0.052
C 1.26307 0.25000 -3.40295 1.60 -1.47 -0.62 0.305
C 1.07032 1.54460 -3.05813 0.59 2.42 0.49 0.115
C 0.79251 2.55961 -4.14419 -0.35 0.80 0.11 0.031
C -0.46482 2.23131 -4.96891 -0.11 0.62 -0.13 0.004
C 0.88055 1.15585 2.42715 -0.70 -0.23 -0.41 0.000
H -2.37274 2.34295 -3.85189 0.11 0.04 0.42 -0.001
H -2.68657 -0.00173 -3.54912 -0.05 0.05 0.49 0.001
H -1.21736 -0.88699 -5.52708 -0.03 -0.01 0.32 0.004
H -1.04109 -1.66455 -3.96867 -0.02 0.17 -0.01 0.000
H 1.12665 -1.47981 -4.57017 -0.20 0.22 0.02 0.001
H 0.91505 -0.10214 -5.55901 0.03 0.36 0.30 0.016
H 2.13197 -0.28985 -2.99106 -0.69 0.34 0.00 0.016
H 1.56607 2.00355 -2.14486 1.15 -0.80 -1.50 0.022
H 1.64235 2.67867 -4.83856 -0.04 -0.26 0.27 0.004
H 0.66029 3.55535 -3.68602 -0.04 -0.23 -0.05 -0.002
H -0.84082 3.15005 -5.43437 0.02 0.06 0.22 0.000
H -0.20373 1.62739 -5.85331 -0.26 -0.28 0.64 0.001
H 0.99181 1.94008 3.19886 -0.67 -0.60 0.16 0.000
H 0.84750 1.68777 1.47565 0.23 0.14 0.10 -0.003
H 1.77277 0.53843 2.44160 0.03 0.18 0.16 0.000
P 1.81568 -0.25378 0.15013 1.26 0.28 -0.49 0.006
P -1.20743 -0.85975 1.02263 -2.78 1.18 -3.54 0.004
N 3.12513 0.69744 -0.60932 -0.19 0.80 -0.29 -0.001
N 2.87800 -1.51184 0.78655 0.33 -0.64 0.19 0.003
N -1.80973 0.51451 0.04587 -0.67 0.46 0.43 0.025
N -2.73784 -1.73415 1.28425 1.08 -0.37 1.01 0.002
C 0.84621 -1.19181 -1.07350 -0.33 -0.28 -0.74 0.024
C -0.46607 -1.73491 -0.43743 0.84 -1.46 0.45 0.004
C 3.34397 2.07966 -0.33821 0.89 -0.70 -0.77 -0.006
C 4.38504 2.53333 -1.15127 -1.23 -1.52 0.46 -0.002
C 4.80224 1.41436 -1.96147 -0.89 -0.18 0.69 -0.001
C 4.02202 0.32801 -1.60551 0.27 0.84 0.28 0.002
C 3.71207 -1.28433 1.88699 0.20 -1.40 -0.54 0.000
C 4.51323 -2.40562 2.08120 -0.95 0.59 -0.69 0.000
C 4.16365 -3.36092 1.07190 -0.74 0.70 -0.39 0.000
C 3.16624 -2.78931 0.28915 0.40 0.22 0.64 0.000
C -1.75238 1.86817 0.48366 -2.02 0.49 -0.84 -0.025
C -2.72523 2.61471 -0.25070 0.63 -2.07 0.36 0.029
C -3.38650 1.70245 -1.12526 1.54 -1.34 0.63 0.006
C -2.77285 0.45049 -0.95654 -0.54 1.40 0.14 0.025
C -3.87392 -1.89487 0.48863 -0.60 -0.12 -0.10 0.001
C -4.73111 -2.80785 1.05003 1.02 0.19 0.17 0.000
C -4.09673 -3.30282 2.23540 0.81 0.44 0.07 0.000
C -2.88234 -2.63977 2.36955 -0.81 -0.27 -0.29 0.000
H 1.47311 -1.98705 -1.55073 -0.93 0.39 0.24 0.000
H 0.48387 -0.54516 -1.92207 0.75 -0.34 0.96 0.012
H -1.24786 -1.82126 -1.22090 0.19 0.26 0.61 0.001
H -0.27851 -2.76897 -0.11525 -0.18 0.10 0.18 0.001
H 2.79630 2.58283 0.44679 -0.01 -0.11 -0.17 -0.002
H 4.79232 3.52620 -1.17755 0.01 0.13 0.09 0.000
H 5.56709 1.43705 -2.72023 0.02 -0.12 0.03 0.000
H 4.03072 -0.68874 -1.95290 0.11 -0.10 -0.09 0.001
H 3.66288 -0.36774 2.44007 0.03 0.18 0.04 0.000
H 5.24946 -2.53726 2.85408 0.02 0.07 0.06 0.000
H 4.58048 -4.35163 0.92984 -0.09 0.23 0.05 0.000
H 2.61458 -3.17523 -0.56436 0.35 -0.01 0.35 0.000
H -1.51490 2.06791 1.51406 0.65 0.30 -0.21 0.001
H -3.01617 3.63739 -0.11092 0.26 0.22 0.18 -0.002
H -4.20483 1.87522 -1.79802 0.02 0.21 -0.22 0.000
H -2.99449 -0.45238 -1.50475 0.40 0.25 0.09 0.001
H -4.06613 -1.31365 -0.39242 0.09 -0.09 0.28 0.000
H -5.69299 -3.09617 0.64080 0.23 0.10 0.12 0.000
H -4.50136 -4.06852 2.90212 0.33 0.45 -0.21 0.000
H -2.11791 -2.72926 3.13927 -0.20 0.17 -0.30 0.000
O -0.25353 -0.90292 3.56344 -0.55 0.47 -1.12 0.000
B -0.48463 0.16707 2.56080 1.98 1.92 3.17 0.001
O -1.49388 1.16701 3.21227 -0.06 -0.66 -2.06 0.001
C -1.48032 0.84832 4.49486 0.77 -2.02 1.63 0.000
C -1.99822 1.50206 5.59872 0.05 -0.21 -0.53 0.000
C -1.97404 0.83854 6.82925 0.16 -0.94 0.54 0.000
C -1.40474 -0.42948 6.98812 0.25 -0.26 -0.41 0.000
C -0.76049 -1.03741 5.89374 0.16 -0.04 -0.36 0.000
C -0.79985 -0.39501 4.68405 -0.76 0.76 1.25 0.000
H -2.42764 2.48506 5.49051 -0.19 0.08 0.03 0.000
H -2.44996 1.27588 7.69432 -0.01 0.23 -0.01 0.000
H -1.44341 -1.02053 7.90799 -0.07 0.67 -0.09 0.000
H -0.20471 -1.98611 5.85762 -0.46 0.33 0.66 0.000
```
Forces are in eV/Å.

Output
- spin multiplicity = 6
- calculated total energy (eV) = -95476.495
- lowest unoccupied orbital energy (alpha / beta) (eV) = -0.3 / -0.3
- highest occupied orbital energy (alpha / beta) (eV) = -4.91 / -5.56
- energy above the lowest of the compared OMol25 structures with the same formula, charge and spin (kcal per mole) = 60.0



no.,molar mass (g mol⁻¹)
1,685.72
2,651.40